(1)
Below is C8H12N2 as an isolated structure, with properties calculated with ωB97M-V/def2-TZVPD.

Geometry (Å):
C 0.89173 0.47124 1.27006
C -1.90154 -0.95433 -1.01359
C -1.02173 1.67528 0.02094
C -0.88588 -0.84669 0.08739
C -0.34226 0.38866 0.40934
C 1.65552 0.33111 -0.02750
N -0.77000 -1.97068 0.87252
C 2.38302 1.28886 -0.64177
C 1.83037 -1.09081 -0.42630
N 2.29388 -2.13925 -0.56574
H -1.42393 -2.72788 0.76291
H -0.04080 -1.99833 1.56497
H 1.05248 -0.35633 1.96001
H 1.02816 1.45925 1.70428
H -2.23893 -1.98029 -1.14688
H -2.78609 -0.36388 -0.77127
H -1.48628 -0.59752 -1.95526
H -1.29595 1.68020 -1.03374
H -0.35141 2.51931 0.16677
H -1.92348 1.84244 0.61384
H 2.03504 2.30942 -0.68635
H 3.29810 1.06022 -1.16464

molar mass: 136.20 g/mol
HOMO energy: -6.934 eV
energy above the lowest of the compared OMol25 structures with the same formula, charge and spin: 3.4979 eV

Here are the Löwdin charges for atoms 1 to 2, given in e: number 1, C, carries -0.083; number 2, C, carries -0.031

---

(2)
Below is C3H9N3O as an isolated structure, with properties calculated with ωB97M-V/def2-TZVPD.

Geometry (Å):
C 0.45944 0.61744 0.31755
C -0.23466 -2.42710 -0.06162
N -0.94286 0.61428 -0.10511
C -1.60833 -0.44698 -0.57421
N 0.56989 1.73033 1.26079
N 1.34461 0.75432 -0.80935
O -2.68564 -0.49694 -1.09044
H -1.37800 1.52078 -0.23247
H 0.65326 -0.36255 0.76053
H 1.42835 1.71831 -1.11253
H 2.26074 0.36886 -0.62289
H 1.53552 1.84675 1.54400
H 0.01979 1.55453 2.09571
H -1.15850 -1.50735 -0.06022
H 0.61867 -2.30965 -0.75640
H -0.88228 -3.17504 -0.55334

molar mass: 103.12 g/mol
HOMO energy (alpha / beta): -8.252 / -8.251 eV
energy above the lowest of the compared OMol25 structures with the same formula, charge and spin: 4.9919 eV

Here are the Löwdin charges for atoms 1 to 2, given in e: number 1, C, carries -0.497; number 2, C, carries 0.041

---

(3)
Below is a 2-piece molecular cluster, C4H7N6 overall, with properties calculated with ωB97M-V/def2-TZVPD.

Geometry (Å):
C 1.20010 1.72200 0.06949
C -0.16822 1.74911 0.42777
C 2.05678 -1.48619 0.21835
C 2.21126 0.85411 -0.37442
N -1.14801 0.92675 0.20511
N 0.72920 -1.92914 0.26017
N -0.99729 -0.28871 -0.05585
N 2.47771 -0.41321 -0.26661
N -0.05197 -1.02854 0.10124
N -2.97368 -1.15011 -0.18389
H 1.64021 2.80055 0.05531
H -0.70262 2.62418 0.74099
H 2.60412 -2.30468 0.59527
H 3.10755 1.23979 -0.94470
H -3.17484 -1.05467 -1.15400
H -3.41902 -0.29882 0.09104
H -3.39130 -1.96240 0.21470

molar mass: 139.14 g/mol
net charge: +1
HOMO energy (alpha / beta): -13.408 / -13.408 eV
energy above the lowest of the compared OMol25 structures with the same formula, charge and spin: 6.8964 eV

Here are the Löwdin charges for atoms 1 to 2, given in e: number 1, C, carries -0.011; number 2, C, carries -0.099

---

(4)
Below is one molecule with the formula C3H5N3, with properties calculated with ωB97M-V/def2-TZVPD.

Geometry (Å):
N 2.04077 -0.35191 -0.13433
C 0.69304 -0.04678 -0.03718
C 0.03932 1.18535 -0.31089
N -1.79908 0.19788 -0.52167
C -1.35744 -0.55547 0.43650
N -0.09492 -0.99094 0.47023
H 2.24709 -1.27051 0.24610
H 2.74452 0.33271 0.10451
H 0.21134 1.68697 -1.25102
H -2.78439 0.44665 -0.33602
H -1.92466 -0.64515 1.35600

molar mass: 83.09 g/mol
HOMO energy: -8.658 eV
energy above the lowest of the compared OMol25 structures with the same formula, charge and spin: 3.8197 eV

Here are the Löwdin charges for atoms 1 to 2, given in e: number 1, N, carries 0.115; number 2, C, carries -0.505

---

(5)
Below is one molecule with the formula C3H5N3S, with properties calculated with ωB97M-V/def2-TZVPD.

Geometry (Å):
H 2.63304 -1.88891 0.00486
N 2.62576 -0.87416 0.13335
C 1.50902 -0.26515 -0.02624
N 1.32590 1.10756 -0.06185
C -0.07293 1.48190 0.03646
C -0.74284 0.02800 -0.07873
S -2.37237 -0.34648 0.04763
N 0.25461 -0.79756 -0.10226
H 2.09102 1.68098 0.05859
H -0.29144 1.96323 0.92094
H -0.22482 2.09139 -0.84389
H 0.14678 -1.82245 -0.27626

SMILES: [H]/N=C1/NCC(=S)N1
molar mass: 115.16 g/mol
HOMO energy: -8.769 eV
energy above the lowest of the compared OMol25 structures with the same formula, charge and spin: 0.5950 eV

Here are the Löwdin charges for atoms 1 to 2, given in e: number 1, H, carries 0.041; number 2, N, carries 0.120

---

(6)
Below is one molecule with the formula C10H12ClNO4, with properties calculated with ωB97M-V/def2-TZVPD.

Geometry (Å):
N -4.11803 -2.37120 0.03683
C -3.03870 -1.59045 0.26063
O -1.89610 -1.96686 0.19915
O -3.42648 -0.32868 0.54943
C -2.40556 0.62619 0.80488
C -1.83405 1.24509 -0.49282
O -1.67164 2.63195 -0.36256
C -0.50259 0.58682 -0.88190
O 0.43508 0.98612 0.10456
C 1.70033 0.49130 0.04523
C 2.17140 -0.37461 -0.93519
C 3.48722 -0.80513 -0.90579
C 4.33452 -0.37246 0.09768
Cl 5.97969 -0.90687 0.12337
C 3.87610 0.48788 1.08433
C 2.56576 0.91498 1.05571
H -5.04218 -2.00289 0.16917
H -3.98414 -3.35362 -0.11838
H -1.60420 0.16639 1.39148
H -2.89304 1.41373 1.38339
H -2.56580 1.09743 -1.29472
H -0.87303 2.77949 0.16154
H -0.61422 -0.50173 -0.89574
H -0.18679 0.94812 -1.86924
H 1.52622 -0.72549 -1.72375
H 3.85036 -1.47710 -1.66733
H 4.54133 0.81898 1.86590
H 2.18854 1.58264 1.81413

SMILES: NC(=O)OC[C@@H](O)COc1ccc(Cl)cc1
molar mass: 245.66 g/mol
HOMO energy: -8.508 eV
energy above the lowest of the compared OMol25 structures with the same formula, charge and spin: 0.0482 eV

Here are the Löwdin charges for atoms 1 to 2, given in e: number 1, N, carries 0.187; number 2, C, carries -0.623

---

(7)
Below is an isolated ion of composition C5H12NO and charge -2, with properties calculated with ωB97M-V/def2-TZVPD.

Geometry (Å):
C 0.40332 -2.34391 -0.98543
N 0.02898 -1.48127 0.12589
C 0.14298 -0.00814 -0.09909
C -1.03087 0.67767 0.61728
C -1.35025 2.10031 -0.01474
O -2.38811 2.75635 0.49717
C 1.44049 0.47214 0.59756
H 1.14390 -3.12082 -0.79990
H 0.72455 -1.84245 -1.90588
H -0.45805 -2.91071 -1.39807
H 0.59591 -1.74773 0.91488
H 0.11036 0.29085 -1.13785
H -2.02245 0.20857 0.56185
H -0.80137 0.70060 1.68605
H -0.33873 2.61288 0.08946
H -1.40922 1.86659 -1.11224
H 1.33014 1.47349 1.03223
H 2.25836 0.47039 -0.12755
H 1.62003 -0.17482 1.45838

expectation value of S²: 0.7507
molar mass: 102.16 g/mol
net charge: -2
spin multiplicity: 2
HOMO energy (alpha / beta): 3.881 / 0.250 eV
energy above the lowest of the compared OMol25 structures with the same formula, charge and spin: 0.7511 eV

Here are the Löwdin charges for atoms 1 to 2, given in e: number 1, C, carries -0.584; number 2, N, carries -0.096

---

(8)
Below is C28H28CoN5O8 as an isolated structure, with properties calculated with ωB97M-V/def2-TZVPD.

Geometry (Å):
Co 0.01926 0.03206 -0.16122
O 1.35742 3.95773 0.72363
C 1.04969 2.76304 0.77211
O 0.40954 2.11638 -0.11588
C 1.37193 2.01445 2.10482
C 0.06401 1.43048 2.65332
C 0.19856 1.06890 4.14052
C 1.07111 -0.21011 4.06645
C 1.28582 -0.33927 2.55016
O 0.01234 0.12203 2.04620
C 2.27124 0.73838 2.06631
C 2.90492 0.38068 0.69031
O 4.13704 0.29957 0.66361
O 2.10440 0.19103 -0.26984
H 1.78948 2.77018 2.76675
H -0.81793 2.00968 2.39687
H -0.78448 0.85590 4.56467
H 0.65530 1.87267 4.71634
H 0.53172 -1.08052 4.44255
H 2.01007 -0.12264 4.61074
H 1.48821 -1.34629 2.19297
H 3.11250 0.82964 2.75056
C 3.04317 -6.18575 0.32202
O 1.66112 -6.48242 0.34085
C 0.81020 -5.43320 0.18248
C -0.56201 -5.77460 0.17361
C -1.49194 -4.79362 -0.01256
C -1.13658 -3.44220 -0.21321
C -2.08047 -2.39681 -0.49299
C -3.56535 -2.61218 -0.26088
O -1.74973 -1.27447 -0.89380
C 0.25899 -3.08175 -0.15974
O 0.69080 -1.89771 -0.26478
C 1.20836 -4.13309 0.04523
H 3.55760 -7.14123 0.39707
H 3.32642 -5.55154 1.16625
H 3.33142 -5.68832 -0.60738
H -0.84193 -6.81108 0.30759
H -2.53376 -5.08452 -0.03396
H -3.84843 -3.65590 -0.16712
H -4.13335 -2.15237 -1.06883
H -3.82217 -2.09889 0.66819
H 2.24575 -3.82811 0.07460
C -1.65709 1.78386 -2.40699
C -2.33884 1.77727 -1.08654
N -1.95024 1.11928 -0.02404
C -2.85119 1.38278 0.97098
C -3.80268 2.23569 0.51033
N -3.47229 2.48524 -0.80621
C -4.17672 3.38662 -1.67902
N -3.32995 4.43695 -2.16905
N -3.24760 4.67099 -3.50209
N -2.44515 5.63849 -3.71027
C -1.94427 6.07016 -2.50461
C -1.02216 7.07166 -2.19639
C -0.70786 7.24880 -0.86860
C -1.28916 6.46282 0.14115
C -2.20321 5.47262 -0.14268
C -2.51592 5.29202 -1.48773
H -0.78969 1.13359 -2.34839
H -1.31076 2.78522 -2.66264
H -2.32495 1.42531 -3.19287
H -2.75672 0.93967 1.94808
H -4.66364 2.68051 0.97975
H -5.00773 3.79931 -1.10567
H -4.56602 2.87839 -2.56118
H -0.56542 7.65968 -2.98064
H 0.02312 7.99604 -0.58948
H -0.99339 6.62842 1.16818
H -2.62304 4.84770 0.63431

expectation value of S²: 3.7560
molar mass: 621.49 g/mol
net charge: -1
spin multiplicity: 4
HOMO energy (alpha / beta): -5.068 / -5.020 eV
energy above the lowest of the compared OMol25 structures with the same formula, charge and spin: 1.4476 eV

Here are the Löwdin charges for atoms 1 to 2, given in e: number 1, Co, carries 0.860; number 2, O, carries -0.002

---

no.,calculated total energy (hartree)
1,-421.43167
2,-359.06099
3,-484.62414
4,-281.44968
5,-679.76335
6,-1204.19245
7,-327.50651
8,-3342.38155